No. 1
C26H72F3O13 | the ωB97M-V functional and the def2-TZVPD basis

Geometry as XYZ:
```
114
Properties=species:S:1:pos:R:3:forces:R:3
C -0.4346 0.9095 -0.2280 1.4 1.5 4.3
O 0.4173 -0.1175 -0.6585 3.5 0.4 7.6
O -1.1487 1.3416 -1.3742 6.7 4.2 5.5
C -1.2386 0.3356 1.0402 1.6 2.2 -3.4
F -2.1252 1.2270 1.5036 -2.1 -13.8 -5.2
F -1.9870 -0.7366 0.6922 9.3 2.4 4.6
F -0.4521 0.0418 2.0998 7.2 8.0 -6.2
C 1.6929 -0.2515 -0.0047 0.9 -0.9 1.1
C 2.3383 -1.5443 -0.5530 -1.4 6.5 4.2
H 2.3868 -1.5458 -1.6419 0.5 3.1 2.7
H 3.3954 -1.6065 -0.2948 -0.5 -0.3 1.6
H 1.8477 -2.4642 -0.2347 -1.0 2.6 1.7
H 1.6450 -0.4050 1.0734 -1.1 1.1 -0.8
H 2.4424 0.5254 -0.1555 -0.9 0.4 0.1
H 0.1564 1.7547 0.1247 -0.8 -2.2 0.2
C -0.7735 4.3388 -3.0657 -0.2 1.3 1.2
C -1.0172 3.2051 -2.0853 1.2 0.6 -2.7
O 0.1895 2.4899 -1.8798 2.5 9.7 -6.8
H -0.0202 5.0230 -2.6752 0.5 -0.1 -0.2
H -1.6557 4.9777 -3.0244 -0.4 -0.1 -0.3
H -0.5773 4.0901 -4.1086 0.1 -0.4 0.2
H -1.7605 2.5746 -2.5733 -0.3 0.3 -0.4
H -1.4283 3.4788 -1.1136 0.9 1.5 -2.2
H 0.0049 1.6882 -1.3850 0.3 1.7 -2.7
C -1.5990 -0.8868 3.0459 -4.0 -4.9 5.2
C -2.6175 -1.8189 3.7206 0.2 0.8 1.0
O -2.4360 -1.8020 5.1510 -0.3 -0.3 -0.4
H -0.6261 -1.3176 3.2825 -0.8 -0.3 0.8
H -1.6347 0.1000 3.5076 -0.8 -0.4 0.6
H -1.6288 -0.8491 1.9570 -3.4 -3.7 6.4
H -2.6148 -2.8238 3.2983 0.7 -0.3 1.2
H -3.6214 -1.4992 3.4413 -0.5 0.3 0.8
H -2.8978 -1.0052 5.4219 0.1 0.0 0.3
C 1.5932 2.9780 -0.5033 2.9 0.2 3.2
C 0.6259 3.1791 0.6873 2.9 1.5 -1.4
O 0.8937 4.3920 1.3610 -0.5 0.9 -0.1
H 2.6037 2.9095 -0.1005 0.6 0.1 0.6
H 1.5962 3.8248 -1.1896 0.0 -0.2 0.3
H 1.3081 2.0407 -0.9811 3.1 1.3 1.3
H 0.6298 2.4004 1.4500 0.7 -0.2 -0.1
H -0.3523 3.1488 0.2073 0.6 1.2 0.5
H 1.6787 4.2836 1.9028 0.1 -0.1 -0.1
C -3.2154 -2.5947 1.1781 -3.2 0.1 -1.6
C -3.5934 -1.6429 0.0061 -3.6 -3.1 0.1
O -3.4173 -2.3450 -1.2225 -0.2 -0.8 -0.1
H -2.2229 -3.0346 1.0801 -4.7 -0.3 -2.0
H -3.9641 -3.3836 1.2497 -0.1 -0.2 0.2
H -3.2519 -1.9990 2.0903 -0.5 -0.6 -1.9
H -2.9330 -0.7804 0.0958 -6.9 -2.1 -4.1
H -4.6129 -1.2953 0.1733 -0.6 -0.5 -0.1
H -4.0560 -2.1196 -1.9028 0.0 0.4 0.3
C 2.0108 0.4469 -2.6706 -5.6 3.0 -2.0
C 0.6341 0.4634 -3.2566 -0.5 -2.0 -1.1
O -0.1334 -0.4609 -2.5135 -1.3 -1.8 -5.7
H 2.5741 -0.4699 -2.4968 -5.4 -2.1 -2.1
H 1.9923 0.8682 -1.6655 0.2 -0.1 -1.1
H 2.7038 1.1155 -3.1814 -0.6 0.4 -0.9
H 0.6780 0.0267 -4.2543 0.1 0.1 -0.3
H 0.2068 1.4660 -3.2748 0.3 -0.7 -0.7
H -0.3905 -0.0601 -1.6799 0.1 -1.9 -4.5
C -4.4970 0.8687 -1.4793 0.1 -0.3 -0.1
C -3.1304 1.0888 -0.8116 -2.9 -1.7 -1.5
O -2.2594 0.0177 -1.0786 -13.3 -7.4 -2.1
H -4.3418 0.4864 -2.4882 0.1 0.3 -0.2
H -5.0623 1.8004 -1.5002 -0.1 0.1 -0.1
H -5.1196 0.1147 -0.9976 0.1 0.1 0.2
H -3.3135 1.2196 0.2549 -0.8 -0.4 -0.9
H -2.7254 2.0474 -1.1356 -1.7 -1.3 -0.6
H -1.3855 0.4148 -1.0654 -3.7 -3.9 -1.5
C 0.7284 -3.3290 1.6503 -0.7 -0.4 1.0
C -0.5215 -2.6030 1.1363 2.9 -1.7 -0.4
O -0.6773 -2.9400 -0.2445 -0.9 2.3 0.3
H 0.7198 -4.3673 1.3186 -0.2 -0.2 0.8
H 0.7440 -3.2620 2.7381 -0.1 -1.0 -0.3
H 1.6672 -2.9003 1.2996 -1.0 -0.9 0.4
H -0.5008 -1.5286 1.3186 1.5 -2.5 -1.1
H -1.4591 -2.9403 1.5782 4.2 0.3 2.6
H -1.0095 -3.8330 -0.3620 -0.4 0.1 0.3
C 4.0989 -0.1274 -1.8946 5.5 0.1 2.2
C 4.6757 1.0091 -1.0138 -0.4 -0.5 -2.1
O 5.8139 0.6564 -0.2862 0.7 -0.3 1.4
H 4.7855 -0.5904 -2.6033 0.7 0.4 -0.2
H 3.2008 0.1380 -2.4523 7.6 1.5 1.3
H 3.7438 -0.9647 -1.2938 2.2 1.8 -1.3
H 3.9042 1.4008 -0.3509 0.4 -0.2 0.3
H 4.9384 1.8622 -1.6393 -0.1 0.2 -0.3
H 6.5746 0.5976 -0.8689 -0.2 -0.1 -0.1
C -1.8198 3.1048 1.8470 -0.4 4.8 2.2
C -2.5184 3.3463 0.4923 0.8 1.6 2.7
O -2.5116 4.7456 0.2655 -0.9 0.6 -0.9
H -2.2954 3.5927 2.6978 0.2 1.3 -0.3
H -0.7411 3.2222 1.7443 -2.0 0.9 1.5
H -1.9453 2.0513 2.0970 1.7 7.9 5.2
H -3.5429 2.9816 0.4186 0.0 0.6 0.3
H -1.9743 2.8569 -0.3155 -0.8 -0.1 2.1
H -1.6123 5.0814 0.2527 0.2 -0.1 0.3
C 1.6984 -1.0986 3.1409 1.5 -0.4 0.0
C 2.8211 -1.5228 2.1450 0.9 0.9 1.4
O 3.8214 -0.4667 2.1152 -0.9 -0.3 0.0
H 1.1410 -0.2416 2.7627 1.0 -0.4 0.5
H 2.1333 -0.8416 4.1068 0.1 0.0 0.0
H 1.0126 -1.9338 3.2835 0.5 1.0 0.4
H 2.4135 -1.6815 1.1466 1.0 0.1 2.0
H 3.3843 -2.4223 2.3935 -0.4 -0.4 0.6
H 4.2571 -0.5336 1.2624 0.5 0.2 -0.1
C 2.0793 -3.1014 -1.7096 -1.0 -5.7 -5.7
C 1.1687 -4.1738 -1.1667 1.9 -0.9 -0.7
O 2.0075 -5.3400 -1.2364 -0.3 -0.7 0.4
H 2.8844 -2.8043 -1.0375 0.8 -4.2 -2.2
H 1.5113 -2.2034 -1.9529 -1.8 -3.1 -1.7
H 2.5825 -3.4062 -2.6272 -0.3 -0.8 -0.7
H 0.2681 -4.3255 -1.7616 0.1 0.2 -0.3
H 0.8749 -3.9518 -0.1408 0.8 -0.7 -1.5
H 1.5016 -6.0557 -0.8447 0.1 -0.3 0.0
```
Forces are in eV/Å.

Output
* E: -2309.17800 Eh
* charge: -1
* HOMO: -3.483 eV
* energy relative to the best compared isomer or geometry (same formula, charge and spin): 62.388 eV

Here are the Löwdin charges for atoms 1 to 8, given in e: atom 1 (C): -0.221, atom 2 (O): -0.055, atom 3 (O): -0.220, atom 4 (C): -0.330, atom 5 (F): 0.149, atom 6 (F): -0.025, atom 7 (F): -0.042, atom 8 (C): -0.096



No. 2
C26H72N2O10 | the ωB97M-V functional and the def2-TZVPD basis

Geometry as XYZ:
```
110
Properties=species:S:1:pos:R:3:forces:R:3
C -5.2210 -3.1484 0.0641 2.7 -2.6 -1.1
O -3.9128 -2.5839 0.0463 0.7 -1.5 -2.0
H -5.8180 -2.7948 -0.6715 -1.9 1.7 -2.3
H -5.5909 -2.9861 0.9700 -1.9 1.0 3.8
H -5.2922 -4.2477 -0.0626 0.8 0.3 0.0
H -3.4291 -3.1104 -0.6803 -0.7 1.2 1.9
C 2.1992 0.4165 3.6206 7.1 4.3 5.7
O 3.2732 0.7721 4.4023 -3.9 -1.9 -3.4
N 1.5448 1.3125 3.0047 -3.6 3.4 -3.9
N 1.6972 -0.7310 3.6293 -2.1 -5.4 -0.5
H 1.9387 2.2023 2.9214 1.1 1.2 0.3
H 0.6735 1.2406 2.4220 1.3 -0.7 1.5
H 2.3404 -1.3511 4.1100 -0.9 -0.7 -0.3
H 0.8785 -0.9339 2.9744 1.9 -0.6 1.4
C -1.2966 -0.3525 -4.4556 3.4 -1.3 0.7
C -0.3839 0.8459 -4.7148 -7.9 3.1 2.3
C -0.0448 1.5360 -3.4244 1.2 1.5 -0.3
O 0.7117 0.7035 -5.3355 6.4 -2.2 -3.3
H -2.2822 -0.2542 -4.1658 -2.0 1.2 1.0
H -0.7716 -0.9826 -3.7084 -0.4 0.1 -0.2
H -1.3827 -0.9564 -5.3120 0.2 -0.9 -1.6
H -1.0218 1.5218 -5.3680 -0.1 0.0 0.8
H 0.6553 0.9146 -2.9018 0.4 -0.5 0.3
H -0.8276 1.7515 -2.7355 -0.9 0.2 0.1
H 0.5199 2.4861 -3.6371 -0.6 -0.7 0.1
H 0.5922 0.1687 -6.1187 0.2 -0.1 -0.4
C -1.6522 0.4932 -0.4504 -1.0 -0.7 -0.5
C -0.6269 0.8984 0.5493 4.4 -2.4 -6.5
C 0.1970 2.0606 0.0533 0.1 -0.9 -2.2
O -0.9972 1.1725 1.7125 -2.0 3.9 7.1
H -2.3665 -0.3377 -0.2022 0.7 0.9 0.3
H -1.1606 0.1611 -1.3727 -0.1 0.3 0.1
H -2.1583 1.4314 -0.5722 -1.1 0.3 -0.9
H 0.0410 0.0404 0.6562 0.9 -0.4 -0.7
H 0.9659 2.3230 0.7077 0.9 0.3 1.3
H -0.3260 2.9508 -0.2240 -0.9 0.6 0.2
H 0.7086 1.7774 -0.8663 0.1 -0.2 0.0
H -1.7081 0.6470 1.9335 -2.7 -1.8 1.4
C 3.1694 3.0794 -0.4044 -0.7 0.3 -0.8
C 4.0084 4.3337 -0.3335 -4.0 0.2 -5.9
C 3.1220 5.5458 -0.6167 -2.8 0.3 -0.7
O 4.6687 4.5621 0.7217 3.3 -0.7 7.5
H 2.2246 3.3550 -0.9222 0.4 -0.3 0.9
H 3.0231 2.5212 0.5152 0.0 0.2 0.2
H 3.6203 2.4504 -1.1303 0.6 -1.1 -0.4
H 4.7624 4.2872 -1.1114 -0.2 -0.2 -1.2
H 2.0923 5.6460 -0.0674 1.9 -0.7 -0.7
H 2.8748 5.5615 -1.6797 -0.2 -0.1 -0.1
H 3.5765 6.4938 -0.4489 0.9 0.7 0.3
H 5.2158 5.2816 0.5041 1.4 1.4 0.5
C 2.5051 -0.4349 -1.7190 -0.9 -0.7 1.0
C 3.0223 -1.5887 -2.5513 -10.2 -3.6 4.5
C 2.1918 -2.0062 -3.7532 -3.2 1.7 -1.0
O 4.1043 -1.3906 -3.0168 14.1 4.2 -4.3
H 1.4384 -0.6351 -1.4953 0.5 0.4 0.0
H 2.6176 0.4342 -2.2985 -0.2 1.4 -0.9
H 3.0119 -0.2045 -0.7520 0.0 -0.7 -0.7
H 3.1407 -2.4510 -1.8643 -1.2 -0.4 0.4
H 2.1818 -1.2098 -4.6118 0.0 -1.0 2.0
H 1.1549 -2.1482 -3.4068 0.0 -0.2 -0.6
H 2.5127 -2.8877 -4.2880 0.4 -0.7 0.4
H 4.4031 -2.1551 -3.4781 0.8 -0.5 -0.6
C 1.1152 4.3110 3.7053 -1.1 -0.2 0.0
C 2.2306 4.5689 2.7684 -4.0 5.4 -0.6
C 2.6740 6.0597 2.9662 0.1 0.2 0.3
O 3.2339 3.8456 2.9520 6.6 -5.6 1.5
H 0.3579 3.6443 3.3376 -0.2 -0.6 -0.1
H 0.6539 5.2476 3.7574 -1.3 1.4 0.4
H 1.3749 4.0522 4.7061 0.6 -0.4 0.6
H 1.8891 4.3868 1.7472 -0.8 0.8 -0.6
H 2.8854 6.3606 4.0275 0.2 -0.9 -0.7
H 1.8353 6.6759 2.7508 -0.6 0.9 -0.8
H 3.5479 6.3148 2.3331 -0.6 -0.1 0.3
H 3.8569 4.0830 2.2612 0.9 -0.4 0.0
C -3.8020 -3.7918 -3.3834 0.1 1.6 -0.9
C -2.6561 -4.4245 -2.6265 3.3 1.8 -7.2
C -1.4305 -3.5474 -2.4000 -0.8 1.4 0.0
O -3.0039 -4.8932 -1.5017 -4.1 -1.4 5.9
H -4.6108 -4.4669 -3.6504 0.1 -0.4 0.3
H -3.4828 -3.3413 -4.3908 -0.2 -0.4 1.7
H -4.2227 -3.0174 -2.7172 -0.1 0.1 -0.6
H -2.2484 -5.1696 -3.3335 -0.3 -0.6 0.2
H -0.7434 -4.0777 -1.7009 -0.3 0.6 -0.8
H -1.8025 -2.5859 -1.9448 0.7 -0.6 -0.1
H -1.0293 -3.3048 -3.3835 0.6 0.1 0.3
H -2.5604 -5.6806 -1.3338 1.0 -2.1 1.0
C 1.0153 -2.9564 0.3608 1.1 -0.1 0.7
C -0.3134 -2.6482 1.0704 -1.7 -1.7 -5.5
C -1.2186 -3.8269 1.2966 1.0 -2.3 1.8
O -0.2778 -1.8968 2.1421 1.3 2.1 4.1
H 1.7514 -2.1555 0.6192 -0.5 -0.5 -0.2
H 0.8902 -2.8886 -0.7561 0.1 -0.5 1.2
H 1.4952 -3.9458 0.7094 -0.8 1.4 -0.7
H -0.9315 -2.0924 0.3713 0.3 0.6 -1.1
H -0.7965 -4.1521 2.2977 -0.8 -0.4 -0.8
H -1.0732 -4.6878 0.5971 -0.2 0.8 0.4
H -2.2856 -3.5810 1.4386 0.7 -0.1 -0.3
H -1.1588 -1.5462 2.2781 -0.5 0.2 0.1
C -3.3219 -2.6192 3.7345 2.1 0.4 0.4
C -3.2865 -1.1591 3.4079 -4.0 -0.4 6.6
C -2.4337 -0.3586 4.3122 2.0 0.3 1.4
O -2.9320 -0.9354 2.2167 2.5 1.9 -7.9
H -3.6496 -2.6910 4.7114 -0.7 -0.5 2.2
H -2.3734 -3.1718 3.6418 0.0 0.7 0.2
H -3.9628 -3.1394 3.1316 -2.0 -1.2 -1.7
H -4.3184 -0.6882 3.6134 0.6 -1.0 -0.2
H -2.5902 0.7030 4.1322 0.5 0.1 -0.5
H -1.3397 -0.6690 4.2407 -1.2 0.7 0.1
H -2.7068 -0.4221 5.3662 -0.1 -0.6 0.0
H -3.5529 -1.2181 1.5312 0.2 -0.4 -0.1
```
Forces are in eV/Å.

Output
* E: -1895.33493 Eh
* HOMO: -7.537 eV
* energy relative to the best compared isomer or geometry (same formula, charge and spin): 4.581 eV
* SMILES: NC(N)=O.CC(C)O.CC(C)O.CC(C)O.CC(C)O.CC(C)O.CC(C)O.CC(C)O.CC(C)O.CO

Here are the Löwdin charges for atoms 1 to 8, given in e: atom 1 (C): -0.117, atom 2 (O): -0.155, atom 3 (H): 0.048, atom 4 (H): 0.034, atom 5 (H): 0.106, atom 6 (H): 0.072, atom 7 (C): -0.706, atom 8 (O): -0.142



HOMO-LUMO gap (computed, eV): 5.968, 7.680